1) 5 unconnected molecules or ions with the total composition C2H12O5. Source: OMol25; level of theory: ωB97M-V/def2-TZVPD.

Structure (ORCA input):
```
! wB97M-V def2-TZVPD RIJCOSX def2/J DEFGRID3
* xyz 0 1
O 1.650 -0.458 -1.363
O -1.003 1.536 -1.783
O 3.089 3.740 -0.459
O -0.950 -4.507 0.627
O -1.517 -1.202 0.909
C -1.162 0.875 2.013
C -0.853 0.005 1.054
H 2.774 2.870 -0.755
H -0.505 1.688 2.271
H 4.040 3.592 -0.374
H -0.057 0.133 0.331
H -1.059 1.952 -2.640
H -2.430 -1.009 0.701
H -1.368 -3.801 0.149
H -0.610 2.232 -1.269
H 2.246 -1.182 -1.642
H -0.011 -4.541 0.571
H 0.820 -0.714 -1.760
H -1.986 0.558 2.641
*
```

Its SMILES is C=CO.O.O.O.O. The calculation puts the LUMO energy at 0.31 eV.

2) 5 unconnected molecules or ions with the total composition C2H12O5. Source: OMol25; level of theory: ωB97M-V/def2-TZVPD.

Structure (ORCA input):
```
! wB97M-V def2-TZVPD RIJCOSX def2/J DEFGRID3
* xyz 0 1
O -2.927 -0.678 -1.341
O 0.787 0.282 1.731
O -0.115 0.279 -2.013
O 3.259 2.361 0.123
O -2.650 0.178 1.431
C 0.750 -0.790 1.197
C 1.790 -1.322 0.293
H -0.163 -1.371 1.313
H 2.788 -0.979 0.606
H -3.848 -0.454 -1.499
H -0.423 1.139 -2.311
H -2.773 -0.309 -0.459
H -1.836 0.513 1.857
H 2.656 1.618 0.220
H 1.652 -0.997 -0.736
H -3.340 0.748 1.765
H 3.562 2.255 -0.796
H -0.922 -0.073 -1.611
H 1.754 -2.400 0.230
*
```

Its SMILES is CC=O.O.O.O.O. The calculation puts the LUMO energy at 0.40 eV.

Most stable: 2) (next structure +0.0434 hartree)

1) 2 unconnected molecules or ions with the total composition C32H33OSi. Source: OMol25; level of theory: ωB97M-V/def2-TZVPD.

Structure (ORCA input):
```
! wB97M-V def2-TZVPD RIJCOSX def2/J DEFGRID3
* xyz 1 1
Si 2.529 1.324 -2.221
O 1.409 0.867 -1.046
C -1.064 0.369 -3.570
C 5.243 -2.352 3.596
C -1.448 -0.492 -4.573
C 0.073 0.828 -1.392
C -1.804 0.534 3.980
C 2.729 -1.795 2.498
C -3.306 -1.187 3.227
C -4.993 1.657 -1.629
C -4.325 0.468 -1.414
C 3.056 -1.417 3.816
C 2.541 0.116 -3.646
C -2.795 1.034 4.796
C 2.098 3.024 -2.865
C -4.034 0.421 4.843
C 3.742 -2.406 1.732
C -4.310 2.854 -1.542
C -0.415 -2.312 -3.407
C -2.027 -0.595 3.169
C -0.827 1.664 -0.782
C -0.985 -1.173 2.364
C -0.363 -0.102 -2.461
C -1.123 -1.833 -4.493
C -2.966 2.864 -1.243
C -2.265 1.668 -1.039
C -2.982 0.469 -1.120
C 4.977 -2.676 2.278
C -0.038 -1.453 -2.397
C 1.395 -1.672 1.982
C -4.285 -0.693 4.060
C 4.288 -1.702 4.354
C 4.218 1.367 -1.424
C 0.364 -1.016 2.631
H -1.275 -1.878 1.606
H 4.518 -1.426 5.372
H 0.514 -1.815 -1.548
H -0.847 1.025 3.956
H 1.094 3.008 -3.277
H -4.829 3.783 -1.715
H -0.144 -3.355 -3.355
H -6.042 1.648 -1.878
H -3.494 -2.073 2.649
H -2.469 -0.458 -0.932
H 6.189 -2.614 4.036
H -4.805 0.812 5.486
H 1.149 -2.225 1.093
H 4.441 0.386 -1.014
H -5.244 -1.185 4.121
H 5.746 -3.139 1.680
H 2.660 -0.894 -3.266
H -1.416 -2.506 -5.283
H -1.304 1.416 -3.631
H 3.543 -2.659 0.704
H 4.978 1.638 -2.152
H 0.623 -0.411 3.479
H 2.797 3.332 -3.638
H -0.427 2.400 -0.107
H -2.614 1.906 5.406
H -1.997 -0.118 -5.423
H 1.603 0.178 -4.189
H 2.135 3.739 -2.049
H 4.217 2.095 -0.617
H 2.324 -0.929 4.433
H 3.358 0.338 -4.327
H -4.854 -0.466 -1.493
H -2.432 3.796 -1.187
*
```

The calculation puts the LUMO energy at -5.61 eV.

2) A gas-phase ion, C32H33OSi (charge +1). Source: OMol25; level of theory: ωB97M-V/def2-TZVPD.

Structure (ORCA input):
```
! wB97M-V def2-TZVPD RIJCOSX def2/J DEFGRID3
* xyz 1 1
Si 1.742 1.917 -1.662
O -0.338 0.672 -2.827
C 0.025 0.569 1.923
C 1.977 0.752 3.493
C -3.255 -1.543 -2.579
C -0.826 -3.549 -0.208
C 0.054 -1.167 -0.002
C 1.318 3.084 -0.269
C -0.938 -1.275 -4.144
C 0.558 2.693 3.181
C 0.662 -5.451 0.022
C -1.784 -2.372 -4.316
C -1.430 0.894 1.859
C 2.561 2.873 4.524
C -2.936 -2.508 -3.537
C 0.734 -0.868 -1.277
C 0.478 0.510 -1.761
C 1.649 -4.607 0.543
C -0.581 -4.919 -0.343
C 0.841 1.336 2.904
C 1.402 -3.232 0.680
C -2.161 1.166 3.031
C 0.650 -0.319 1.097
C 3.408 1.130 -1.316
C -2.072 1.001 0.616
C -3.525 1.463 2.969
C 1.679 2.745 -3.323
C 1.426 3.464 3.961
C 2.816 1.510 4.315
C -3.445 1.245 0.549
C -2.476 -0.387 -2.471
C -1.283 -0.339 -3.175
C 0.193 -2.695 0.233
C -4.172 1.466 1.725
H -1.018 -0.962 -0.107
H -0.016 -1.144 -4.718
H 1.739 -0.418 1.194
H 1.999 3.952 -0.295
H 0.286 3.448 -0.381
H -1.541 -3.118 -5.076
H 2.182 -0.307 3.314
H 2.620 -5.005 0.832
H 0.860 -6.522 -0.091
H 3.235 3.474 5.139
H -3.595 -3.364 -3.682
H 2.155 -2.578 1.122
H 0.666 3.117 -3.528
H 3.448 0.598 -0.353
H -1.359 -5.570 -0.751
H 0.457 -1.592 -2.066
H -0.329 3.159 2.743
H -1.646 1.126 3.996
H -4.075 1.684 3.890
H -1.458 0.932 -0.293
H -2.759 0.456 -1.839
H 1.404 2.611 0.721
H 1.203 4.523 4.123
H -3.936 1.272 -0.427
H 1.829 -0.953 -1.141
H 1.965 2.051 -4.126
H 3.731 0.433 -2.107
H -5.242 1.663 1.665
H 4.135 1.954 -1.269
H -1.813 -3.137 -0.450
H -4.125 -1.660 -1.932
H 3.669 1.030 4.791
H 2.378 3.591 -3.311
*
```

The calculation puts the LUMO energy at -4.99 eV.

Most stable: 1) (next structure +0.0567 hartree)

1) 2 unconnected molecules or ions with the total composition C4H10Cl2N2O3P. Source: OMol25; level of theory: ωB97M-V/def2-TZVPD.

Structure (ORCA input):
```
! wB97M-V def2-TZVPD RIJCOSX def2/J DEFGRID3
* xyz -1 1
Cl 2.547 -1.812 1.864
Cl 0.086 3.211 -1.572
P -1.579 0.442 0.113
O -2.321 0.953 -1.054
O -1.934 0.748 1.518
O -2.058 -2.121 1.627
N 0.088 0.599 -0.103
N -1.909 -2.006 0.206
C 1.011 -1.326 1.105
C 0.952 0.192 0.964
C 1.246 1.888 -1.808
C 0.579 0.561 -1.449
H -0.285 0.401 -2.098
H 0.202 -1.715 1.720
H 1.564 1.907 -2.850
H 2.096 2.097 -1.155
H -2.863 -1.966 -0.173
H 1.303 -0.250 -1.604
H 0.560 0.633 1.884
H -2.214 -1.215 1.952
H 0.972 -1.813 0.130
H 1.957 0.592 0.781
*
```

The calculation puts the LUMO energy at 3.13 eV.

2) 2 unconnected molecules or ions with the total composition C4H10Cl2N2O3P. Source: OMol25; level of theory: ωB97M-V/def2-TZVPD.

Structure (ORCA input):
```
! wB97M-V def2-TZVPD RIJCOSX def2/J DEFGRID3
* xyz -1 1
Cl 3.956 -0.814 0.357
Cl -2.922 -1.721 0.919
P 0.120 1.536 0.450
O -2.560 2.748 -1.025
O 1.316 2.320 -0.020
O -0.514 1.952 1.754
N -2.172 1.419 -1.209
N 0.589 -0.109 0.357
C 2.531 -1.454 -0.425
C -0.323 -1.191 0.792
C 1.464 -0.443 -0.720
C -1.656 -0.534 1.068
H 2.210 -2.349 0.244
H -2.419 3.034 -0.128
H 0.879 -0.898 -1.595
H 1.926 0.421 -1.271
H -1.770 1.557 -2.230
H 2.904 -1.880 -1.382
H -1.478 -0.114 2.133
H -0.337 -2.027 -0.046
H -1.795 0.379 0.351
H 0.051 -1.832 1.625
*
```

The calculation puts the LUMO energy (spin up / spin down) at 3.15 / 3.15 eV.

Most stable: 1) (next structure +0.1019 hartree)

1) A molecular structure, C3H10NOS2. Source: OMol25; level of theory: ωB97M-V/def2-TZVPD.

Structure (ORCA input):
```
! wB97M-V def2-TZVPD RIJCOSX def2/J DEFGRID3
* xyz 1 1
S -2.707 0.130 -0.588
S -0.771 -1.947 0.723
O 1.955 -0.714 -1.449
N 0.039 0.519 -0.219
C -0.025 1.210 1.091
C -0.996 -0.465 -0.447
C 1.742 -0.182 -0.247
H 1.917 -0.635 0.665
H -1.676 -2.588 0.007
H 1.635 -1.623 -1.583
H -0.864 -0.980 -1.463
H -0.742 2.031 1.043
H 0.998 1.767 1.241
H -2.484 0.845 0.511
H 2.349 0.697 -0.155
H -0.347 0.607 1.842
H -0.022 1.329 -0.974
*
```

The calculation puts the LUMO energy at -3.29 eV.

2) A gas-phase ion, C3H10NOS2 (charge +1). Source: OMol25; level of theory: ωB97M-V/def2-TZVPD.

Structure (ORCA input):
```
! wB97M-V def2-TZVPD RIJCOSX def2/J DEFGRID3
* xyz 1 1
S 0.106 2.648 -0.551
S 1.585 2.839 0.874
O -1.372 -2.130 0.464
N 0.689 -0.705 1.006
C -0.347 -0.057 0.119
C 0.264 0.888 -0.917
C -1.159 -1.168 -0.555
H -0.327 0.781 -1.829
H 2.567 3.444 0.183
H 1.303 0.614 -1.115
H 1.595 -0.227 0.935
H -2.238 -2.532 0.327
H -1.079 0.419 0.755
H 0.381 -0.786 1.976
H -2.087 -0.758 -0.954
H -0.655 -1.590 -1.431
H 0.774 -1.682 0.712
*
```

Its SMILES is [NH3+][C@H](CO)CSS. The calculation puts the LUMO energy at -3.30 eV.

Most stable: 2) (next structure +0.0810 hartree)

1) 6 unconnected molecules or ions with the total composition C6H24N12O6. Source: OMol25; level of theory: ωB97M-V/def2-TZVPD.

Structure (ORCA input):
```
! wB97M-V def2-TZVPD RIJCOSX def2/J DEFGRID3
* xyz 0 1
O -2.154 -0.272 1.181
O -4.421 0.096 -3.058
O -2.683 1.479 5.837
O 3.034 -2.261 1.977
O 2.053 0.425 -1.157
O 3.570 2.610 -4.086
N 2.313 -4.410 2.202
N -0.070 0.462 1.817
N 4.170 0.679 -1.911
N -3.456 -0.294 4.629
N 2.620 1.900 -6.016
N -0.701 0.518 -0.397
N -3.621 1.511 -1.489
N -2.771 1.635 3.558
N 3.655 -1.050 -0.471
N 1.514 1.650 -3.973
N -4.389 -0.589 -0.902
N 1.006 -2.627 2.961
C -4.144 0.310 -1.892
C 2.603 2.112 -4.650
C 3.219 0.025 -1.169
C 2.171 -3.047 2.356
C -1.051 0.220 0.885
C -2.977 1.000 4.757
H -0.388 0.394 2.771
H 3.135 -4.635 1.670
H 3.470 2.097 -6.503
H 4.583 -1.393 -0.637
H -4.767 -1.481 -1.163
H 0.638 1.428 -4.406
H -3.902 -0.679 5.441
H 1.592 1.496 -2.979
H 0.259 -3.297 2.968
H -3.546 2.269 -2.136
H -3.772 -0.593 3.723
H -3.403 1.666 -0.520
H -2.465 2.583 3.460
H 3.965 1.555 -2.364
H 0.261 0.710 -0.643
H 1.795 1.551 -6.465
H 3.179 -1.510 0.301
H 0.844 -1.635 2.933
H -4.028 -0.531 0.036
H -2.803 1.096 2.706
H 0.644 1.137 1.609
H 5.096 0.298 -1.936
H -1.389 0.403 -1.119
H 1.515 -5.012 2.262
*
```

Its SMILES is NC(N)=O.NC(N)=O.NC(N)=O.NC(N)=O.NC(N)=O.NC(N)=O. The calculation puts the LUMO energy at 0.33 eV.

2) 6 unconnected molecules or ions with the total composition C6H24N12O6. Source: OMol25; level of theory: ωB97M-V/def2-TZVPD.

Structure (ORCA input):
```
! wB97M-V def2-TZVPD RIJCOSX def2/J DEFGRID3
* xyz 0 1
O -3.131 4.506 -1.352
O -0.067 -4.259 -3.766
O 5.435 -0.280 1.952
O -2.541 -0.522 1.688
O 0.966 -0.213 0.001
O 0.220 3.955 2.350
N -0.214 2.829 4.271
N -1.100 3.956 -0.438
N -0.128 1.725 2.248
N 3.955 0.967 0.736
N -3.055 -2.559 0.859
N -0.890 -2.028 1.477
N -1.660 -4.112 -2.162
N 0.404 -0.821 -2.127
N 3.379 -1.120 1.450
N 0.694 1.399 -1.570
N -1.231 4.890 -2.533
N -0.256 -5.966 -2.258
C -2.191 -1.647 1.368
C 4.350 -0.147 1.423
C -0.631 -4.753 -2.812
C -0.010 2.898 2.921
C -1.923 4.474 -1.419
C 0.689 0.089 -1.155
H -2.843 -3.506 0.615
H -0.230 4.861 -2.564
H 0.235 -0.490 -3.057
H 0.121 -6.601 -2.944
H -4.022 -2.305 0.769
H -2.079 -4.552 -1.369
H -0.287 -1.299 1.812
H 2.528 -0.918 0.946
H -1.506 3.597 0.408
H -1.966 -3.273 -2.618
H -0.485 -2.925 1.292
H 0.364 -1.788 -1.865
H -1.778 5.481 -3.131
H 0.530 1.624 -2.533
H -0.251 0.832 2.683
H 3.592 -2.073 1.668
H 0.733 2.086 -0.845
H -0.145 3.700 4.761
H 4.586 1.747 0.727
H 0.088 1.786 1.273
H -0.884 -6.408 -1.606
H 3.136 1.047 0.160
H -0.119 4.157 -0.478
H -0.380 1.962 4.744
*
```

Its SMILES is NC(N)=O.NC(N)=O.NC(N)=O.NC(N)=O.NC(N)=O.NC(N)=O. The calculation puts the LUMO energy at -0.19 eV.

Most stable: 1) (next structure +0.0386 hartree)

1) 6 unconnected molecules or ions with the total composition C6H24N12O6. Source: OMol25; level of theory: ωB97M-V/def2-TZVPD.

Structure (ORCA input):
```
! wB97M-V def2-TZVPD RIJCOSX def2/J DEFGRID3
* xyz 0 1
O -4.965 -2.058 1.365
O 2.878 0.203 0.394
O -2.928 0.585 -5.090
O 0.810 -4.092 -0.349
O -0.042 4.458 2.182
O -1.666 0.273 -1.463
N -3.226 -0.590 1.713
N -0.490 0.740 0.419
N 0.006 -1.137 -0.800
N -2.027 2.521 -5.833
N 4.240 1.718 1.452
N -0.936 2.673 3.206
N 2.840 2.359 -0.243
N 2.912 -4.289 0.541
N -2.897 -2.516 0.600
N -2.057 2.021 -3.574
N 1.633 -6.143 0.274
N 1.370 2.897 3.078
C -3.773 -1.747 1.246
C -0.805 -0.051 -0.647
C -2.326 1.635 -4.856
C 3.284 1.362 0.549
C 0.131 3.407 2.786
C 1.697 -4.796 0.122
H 1.325 1.967 3.451
H -3.666 -0.061 2.436
H 3.097 3.315 -0.092
H -3.113 -3.451 0.315
H 2.448 -6.540 0.695
H -0.857 1.739 3.570
H -0.322 -1.787 -1.496
H 4.774 0.972 1.857
H 3.761 -4.759 0.290
H -2.279 -0.467 1.392
H -1.882 2.970 3.063
H -2.130 1.357 -2.804
H 2.091 3.581 3.198
H 0.504 0.665 0.609
H -1.367 3.252 -5.649
H 2.365 2.057 -1.075
H 0.840 -6.694 0.005
H 3.012 -3.328 0.812
H -1.966 3.001 -3.379
H 4.393 2.671 1.717
H -2.282 2.196 -6.748
H 0.502 -1.526 -0.016
H -1.971 -2.204 0.366
H -0.936 1.643 0.407
*
```

Its SMILES is NC(N)=O.NC(N)=O.NC(N)=O.NC(N)=O.NC(N)=O.NC(N)=O. The calculation puts the LUMO energy at 0.01 eV.

2) 6 unconnected molecules or ions with the total composition C6H24N12O6. Source: OMol25; level of theory: ωB97M-V/def2-TZVPD.

Structure (ORCA input):
```
! wB97M-V def2-TZVPD RIJCOSX def2/J DEFGRID3
* xyz 0 1
O 4.693 11.661 6.151
O 5.111 6.916 7.232
O 10.382 13.972 5.940
O 11.587 8.339 7.200
O 8.263 10.241 8.078
O 4.181 6.462 10.617
N 7.371 8.265 8.936
N 6.196 9.466 7.659
N 8.720 12.675 6.487
N 11.977 7.360 9.131
N 6.319 6.234 11.190
N 7.147 6.047 6.658
N 5.872 13.423 6.829
N 5.914 12.804 4.777
N 5.443 5.076 9.515
N 5.700 6.593 5.224
N 10.773 11.954 6.822
N 10.588 8.996 9.065
C 11.421 8.219 8.400
C 7.377 9.418 8.233
C 5.310 5.984 10.434
C 10.016 12.939 6.389
C 5.912 6.489 6.458
C 5.410 12.608 5.933
H 5.841 10.207 7.072
H 6.157 6.769 12.032
H 11.836 7.264 10.127
H 10.246 9.838 8.623
H 6.142 6.091 4.467
H 6.729 7.503 8.774
H 8.218 8.135 9.470
H 8.489 11.907 7.102
H 6.408 4.859 9.311
H 7.405 5.860 7.617
H 11.747 12.201 6.918
H 7.100 5.597 11.126
H 12.543 6.638 8.709
H 10.407 11.029 6.995
H 6.422 14.267 6.757
H 10.528 8.788 10.051
H 7.782 6.127 5.877
H 4.710 6.782 5.160
H 6.341 13.709 4.640
H 5.500 13.358 7.766
H 5.592 12.231 4.011
H 4.627 4.756 9.013
H 7.930 13.231 6.194
H 5.815 8.532 7.614
*
```

Its SMILES is NC(N)=O.NC(N)=O.NC(N)=O.NC(N)=O.NC(N)=O.NC(N)=O. The calculation puts the LUMO energy at -0.12 eV.

Most stable: 1) (next structure +0.0980 hartree)

1) A single C10H7NO2 molecule. Source: OMol25; level of theory: ωB97M-V/def2-TZVPD.

Structure (ORCA input):
```
! wB97M-V def2-TZVPD RIJCOSX def2/J DEFGRID3
* xyz 0 1
O 0.329 0.729 3.388
O 1.594 1.477 -1.399
N 0.989 2.062 0.726
C -0.368 -1.796 1.446
C -0.223 -0.807 -1.136
C -0.586 -2.154 -0.887
C -0.627 -2.686 0.396
C 0.375 4.320 1.687
C 0.667 3.271 1.083
C 0.052 -0.431 1.207
C 0.165 0.430 2.293
C 0.089 0.074 -0.136
C 0.520 1.522 -0.490
H 0.199 5.126 2.318
H -0.962 -2.873 -1.591
H -0.484 1.935 -0.847
H -0.300 -0.622 -2.238
H -0.472 -1.958 2.560
H -0.950 -3.626 0.759
H 2.428 1.796 -1.134
*
```

The calculation puts the LUMO energy at -1.38 eV.

2) A molecular structure, C10H7NO2. Source: OMol25; level of theory: ωB97M-V/def2-TZVPD.

Structure (ORCA input):
```
! wB97M-V def2-TZVPD RIJCOSX def2/J DEFGRID3
* xyz 0 1
O -2.980 -1.709 0.725
O -3.225 0.651 -0.046
N 3.239 -0.286 0.221
C 0.256 1.908 0.179
C -1.115 -0.331 -0.396
C 1.119 -1.530 -0.217
C 2.481 -1.353 -0.033
C -1.169 2.078 -0.079
C 0.990 0.758 0.143
C -1.785 -1.671 -0.025
C 0.259 -0.434 -0.064
C -1.863 0.791 -0.317
C 2.465 0.790 0.412
H -1.785 2.902 0.106
H -3.424 -0.157 0.130
H 0.892 2.887 0.239
H 0.596 -2.571 -0.879
H 3.056 -2.121 -0.591
H -1.170 -2.429 0.143
H 3.164 1.826 0.348
*
```

The calculation puts the LUMO energy at -1.09 eV.

Most stable: 2) (next structure +0.0033 hartree)